Here is C38H51BeBrNP3 as an isolated structure at a distorted geometry from the Open Molecules 2025 dataset. Energies are from ωB97M-V/def2-TZVPD.

```
95
Properties=species:S:1:pos:R:3:lowdin_charge:R:1
C 7.9211 -0.0700 -5.5998 -0.007
C 7.3325 1.0154 -4.9177 -0.221
C 7.9647 2.2691 -5.0537 -0.013
C 9.1202 2.3778 -5.8399 -0.125
N 9.6510 1.3352 -6.4711 0.066
C 9.0784 0.1404 -6.3628 -0.121
C 6.1418 0.8539 -4.1123 0.084
C 5.1460 0.7353 -3.4130 0.048
C 3.9721 0.5683 -2.6266 -0.210
C 2.9179 -0.2032 -3.1511 0.004
C 1.7535 -0.3816 -2.4050 -0.137
C 1.6444 0.2273 -1.1629 -0.249
C 2.6686 0.9781 -0.6096 -0.084
C 3.8469 1.1582 -1.3500 0.001
Be 0.0527 -0.1142 -0.5002 -0.296
P -1.2456 1.3141 -1.4823 0.993
H 7.5713 3.1535 -4.5574 0.111
H 7.4933 -1.0686 -5.5437 0.115
H 9.6223 3.3430 -5.9552 0.115
H 9.5473 -0.6906 -6.8982 0.117
H 4.6576 1.7601 -0.9369 0.124
H 2.9870 -0.6680 -4.1368 0.137
H 2.5494 1.4004 0.3900 0.093
H 0.9430 -1.0065 -2.7934 0.091
C -2.8149 1.8552 -0.6648 -0.375
C -3.6480 2.9954 -1.2612 -0.118
H -2.4953 2.1030 0.3581 0.044
H -3.4153 0.9387 -0.5594 0.096
H -4.6295 3.0141 -0.7718 0.092
H -3.1970 3.9813 -1.1085 0.066
H -3.8328 2.8952 -2.3342 0.060
C -0.4198 2.8852 -2.0073 -0.354
C -0.2483 3.1342 -3.5055 -0.115
H 0.5692 2.8367 -1.5274 0.059
H -0.9386 3.7360 -1.5371 0.067
H 0.3317 4.0534 -3.6722 0.086
H 0.2872 2.3192 -4.0078 0.075
H -1.2087 3.2621 -4.0184 0.072
C -1.6891 0.3807 -3.0020 -0.373
C -2.9300 0.8300 -3.7630 -0.123
H -1.8129 -0.6610 -2.6668 0.072
H -0.8072 0.3982 -3.6590 0.076
H -3.0453 0.2195 -4.6689 0.094
H -3.8398 0.7143 -3.1663 0.080
H -2.8686 1.8773 -4.0736 0.060
Br -0.4833 0.2700 1.5405 0.364
P 1.7342 5.6232 1.9357 1.257
C 0.4717 5.5453 0.5720 -0.376
C -0.6440 6.5751 0.7334 -0.138
H 0.0659 4.5246 0.5369 0.078
H 1.0165 5.7103 -0.3681 0.090
H -1.1592 6.7264 -0.2213 0.084
H -1.3885 6.2463 1.4660 0.083
H -0.2504 7.5425 1.0637 0.076
C 1.3179 4.0751 2.8770 -0.370
C 1.7419 4.1761 4.3417 -0.137
H 1.7859 3.2079 2.3896 0.085
H 0.2310 3.9434 2.7909 0.087
H 1.1575 3.4794 4.9497 0.088
H 2.8009 3.9328 4.4735 0.083
H 1.5746 5.1864 4.7288 0.073
C 3.2183 4.9912 1.0082 -0.373
C 4.1459 6.1154 0.5608 -0.139
H 2.8682 4.3963 0.1530 0.090
H 3.7338 4.3077 1.6969 0.091
H 5.1437 5.7148 0.3634 0.087
H 3.7896 6.5907 -0.3578 0.082
H 4.2342 6.8902 1.3281 0.075
C 1.4008 -2.4956 1.2957 -0.261
P 0.2501 -2.4094 -0.1416 0.991
C 0.8396 -3.9712 -0.9439 -0.334
C 1.7138 -3.9291 -2.0511 -0.088
C 2.2095 -5.1272 -2.5779 -0.072
C 1.8719 -6.3596 -2.0027 -0.060
C 1.0325 -6.3958 -0.8817 -0.058
C 0.5220 -5.2118 -0.3553 -0.081
C -1.3142 -3.0201 0.5810 -0.426
C -1.4553 -3.3755 1.9310 -0.101
C -2.7006 -3.7925 2.4058 -0.062
C -3.8058 -3.8603 1.5573 -0.062
C -3.6562 -3.5050 0.2120 -0.070
C -2.4160 -3.1031 -0.2877 -0.103
H 2.3828 -2.1852 0.9141 0.055
H 1.4609 -3.5095 1.7158 0.064
H 1.0955 -1.7792 2.0736 -0.015
H 2.0022 -2.9711 -2.4923 0.075
H 2.8891 -5.1003 -3.4394 0.113
H 2.2835 -7.2880 -2.4007 0.114
H 0.7845 -7.3400 -0.3989 0.115
H -0.1307 -5.2654 0.5200 0.108
H -0.6150 -3.3160 2.6228 0.102
H -2.8099 -4.0367 3.4650 0.116
H -4.7816 -4.1583 1.9483 0.116
H -4.5258 -3.5174 -0.4426 0.109
H -2.3129 -2.8363 -1.3432 0.099
```

Properties
ΔE to the lowest compared entry with this formula, charge and spin = 6.3 kcal/mol
Kohn-Sham gap (alpha / beta) = 3.3 / 3.7 eV
charge = +2

Here is C38H51ClMnOP4S as an isolated structure at a distorted geometry from the Open Molecules 2025 dataset. Energies are from ωB97M-V/def2-TZVPD.

```
97
Properties=species:S:1:pos:R:3:mulliken_spin:R:1
P 3.5014 -1.1798 -0.8078 0.048
C 4.9479 -0.1066 -0.9647 0.004
C 6.1088 -0.3609 -0.2154 0.004
H 6.0646 -1.0662 0.6130 0.001
C 7.3077 0.2611 -0.5650 -0.001
H 8.2194 -0.0203 -0.0415 0.000
C 7.3383 1.2012 -1.5958 0.002
H 8.2865 1.6502 -1.8903 0.000
C 6.1576 1.5394 -2.2618 0.001
H 6.1784 2.2806 -3.0593 0.000
C 4.9559 0.9068 -1.9390 0.006
H 4.0320 1.1721 -2.4540 -0.001
C 3.7215 -2.1631 0.6981 0.004
C 3.4983 -1.5521 1.9403 0.002
H 3.0405 -0.5615 1.9793 -0.011
C 3.8740 -2.2049 3.1172 0.003
H 3.7503 -1.6996 4.0736 0.000
C 4.4332 -3.4839 3.0606 -0.001
H 4.7685 -3.9780 3.9717 0.000
C 4.5874 -4.1223 1.8272 0.001
H 5.0256 -5.1185 1.7691 0.000
C 4.2113 -3.4787 0.6485 0.006
H 4.3113 -3.9667 -0.3210 0.000
C 3.5349 -2.2984 -2.2261 0.006
C 4.7388 -2.5057 -2.9219 -0.001
H 5.5839 -1.8466 -2.7215 0.000
C 4.8400 -3.5539 -3.8369 0.000
H 5.8022 -3.7475 -4.3082 0.000
C 3.7260 -4.3517 -4.1119 0.001
H 3.8304 -5.2034 -4.7840 0.000
C 2.4951 -4.0570 -3.5212 0.000
H 1.6200 -4.6608 -3.7574 0.000
C 2.3850 -3.0093 -2.6028 0.001
H 1.4129 -2.7421 -2.1839 -0.001
Mn -2.3770 1.8685 0.3244 2.056
C -1.9738 0.0259 0.9242 0.007
C -1.3421 -1.1437 1.1410 0.040
H -3.0768 0.0524 1.2119 -0.011
C 0.1059 -1.5248 0.7085 0.250
O 0.0144 -2.7775 -0.0155 0.034
H 0.8796 -3.2147 -0.0432 -0.005
C 0.8978 -0.6210 -0.1082 0.500
H 0.6918 -1.6682 1.6361 0.026
C 1.9991 -0.3124 -0.7238 -0.011
Cl -1.0604 3.2746 -0.9057 0.029
P -3.0804 0.9599 -1.7366 -0.060
P -1.2741 2.7636 2.2153 -0.058
C -3.6453 2.2183 -2.9271 0.001
H -2.7988 2.8659 -3.1826 -0.002
H -4.4370 2.8381 -2.4875 0.001
H -4.0226 1.7245 -3.8322 -0.001
C -1.7463 0.0626 -2.5891 0.001
H -1.3396 -0.7187 -1.9336 0.013
H -0.9375 0.7648 -2.8262 -0.004
H -2.1389 -0.3861 -3.5114 -0.002
C -4.4419 -0.2458 -1.6504 0.003
H -5.2993 0.1968 -1.1291 -0.001
H -4.1112 -1.1397 -1.1042 0.001
H -4.7373 -0.5312 -2.6692 0.000
C -1.7814 4.4739 2.5961 0.004
H -2.8730 4.5277 2.6884 0.001
H -1.4631 5.1392 1.7846 -0.002
H -1.3159 4.7981 3.5365 0.001
C -1.5175 1.8493 3.7720 0.001
H -1.0644 0.8539 3.6758 -0.002
H -2.5913 1.7366 3.9657 0.001
H -1.0463 2.3905 4.6037 -0.001
C 0.5441 2.8566 2.0818 0.002
H 0.8160 3.4830 1.2248 0.001
H 0.9480 1.8492 1.9184 -0.001
H 0.9651 3.2783 3.0045 -0.002
P -2.3027 -2.4270 2.0308 0.007
C -3.8405 -1.8611 2.7975 0.002
C -1.2617 -3.0851 3.3480 0.001
H -4.5526 -1.5060 2.0405 -0.003
H -3.6572 -1.0563 3.5220 0.001
H -4.3068 -2.7041 3.3346 0.000
H -0.2652 -3.3189 2.9531 -0.001
H -1.7125 -3.9947 3.7703 0.000
H -1.1708 -2.3277 4.1391 0.001
C -2.7665 -3.7061 0.8489 0.001
H -3.6226 -3.3620 0.2511 0.000
H -3.0417 -4.6259 1.3847 0.000
H -1.9019 -3.8830 0.1962 0.000
H 2.0567 0.6351 -1.3088 0.071
S -4.4256 2.5314 0.8584 0.004
C -4.9948 3.8775 -0.0930 0.019
C -6.3228 3.8040 -0.5651 0.008
C -6.8391 4.8352 -1.3394 0.003
C -6.0741 5.9826 -1.5814 -0.004
C -4.7684 6.0705 -1.0880 0.003
C -4.2231 5.0294 -0.3423 0.004
H -6.9222 2.9375 -0.2909 -0.004
H -7.8504 4.7433 -1.7358 0.000
H -6.5038 6.8128 -2.1452 0.000
H -4.1793 6.9671 -1.2782 0.000
H -3.2088 5.0915 0.0473 0.003
```

Properties
2S+1 = 4
Kohn-Sham gap (alpha / beta) = 6.5 / 6.1 eV
charge = +2

DFT total energy / eV: -140017.1311, -134099.5248